Computed, not measured: a cluster of 17 separate species, C93H214N12O17 in total, with ωB97M-V/def2-TZVPD.

E_LUMO, eV: 0.3
Kohn-Sham gap, eV: 8.55

Last column: Löwdin charge in e.
Cartesian coordinates (Å):
O -4.185 -1.343 5.106  -0.025
H -4.683 -1.001 4.370  0.035
H -4.539 -0.950 5.893  0.041
O -3.462 -0.886 -2.674  -0.115
H -3.672 -1.847 -2.473  0.042
H -2.823 -0.681 -1.912  0.036
O -3.448 -3.639 -1.652  -0.062
H -4.354 -3.546 -1.407  0.043
H -3.081 -4.401 -1.146  0.016
O -5.733 0.935 -2.439  -0.075
H -5.537 1.849 -2.670  -0.012
H -4.858 0.486 -2.503  0.001
O -6.192 1.955 0.546  -0.075
H -6.399 1.553 -0.326  0.038
H -5.204 1.890 0.542  0.042
C 0.239 -1.147 -1.897  -0.036
C -0.140 -0.486 -0.587  -0.471
C -0.391 0.971 -0.993  -0.135
C -1.110 1.788 0.033  -0.183
C -2.422 1.207 0.410  -0.130
C -2.286 -0.297 0.750  -0.451
N -1.526 -1.061 -0.309  -0.083
O -1.444 -2.403 0.088  -0.035
C -1.702 -0.473 2.131  -0.026
C -3.727 -0.895 0.768  -0.013
C 0.885 -0.711 0.466  -0.027
H 0.641 -2.201 -1.788  0.091
H 0.941 -0.541 -2.522  0.083
H -0.619 -1.253 -2.532  0.071
H 0.448 1.460 -1.517  0.105
H -1.077 0.932 -1.856  0.113
H -1.086 2.838 -0.319  0.113
H -0.390 1.754 0.881  0.103
H -3.076 1.341 -0.421  0.088
H -2.848 1.764 1.243  0.105
H -2.296 -0.194 2.923  0.041
H -1.407 -1.502 2.273  0.063
H -0.894 0.217 2.265  0.050
H -4.194 -0.782 -0.260  0.084
H -3.610 -2.001 0.954  0.090
H -4.293 -0.431 1.617  0.093
H 0.737 -0.075 1.351  0.066
H 1.926 -0.619 0.139  0.075
H 0.755 -1.776 0.773  0.094
H -1.970 -2.817 -0.611  0.057
C -7.315 4.380 4.806  -0.036
C -6.550 4.849 3.542  -0.534
C -6.051 6.288 3.775  -0.133
C -4.981 6.356 4.860  -0.199
C -3.825 5.560 4.394  -0.153
C -4.181 4.025 4.190  -0.454
N -5.402 3.999 3.294  -0.039
O -5.968 2.636 3.311  -0.057
C -3.014 3.583 3.386  -0.056
C -4.307 3.344 5.581  -0.001
C -7.505 4.839 2.331  -0.017
H -7.715 3.379 4.622  0.079
H -8.173 5.080 5.033  0.102
H -6.853 4.308 5.774  0.052
H -5.546 6.681 2.864  0.127
H -6.927 6.901 4.081  0.126
H -5.379 5.945 5.801  0.104
H -4.670 7.363 5.151  0.116
H -2.991 5.638 5.060  0.113
H -3.475 5.884 3.422  0.108
H -2.076 4.006 3.792  0.083
H -2.922 2.536 3.280  0.057
H -3.114 4.093 2.403  0.096
H -4.921 3.898 6.265  0.053
H -4.877 2.429 5.497  0.074
H -3.302 3.164 5.963  0.066
H -7.999 3.877 2.211  0.077
H -6.942 4.990 1.407  0.068
H -8.309 5.573 2.571  0.100
H -6.220 2.592 2.375  0.036
C 5.090 0.639 -3.540  -0.028
C 5.106 -0.795 -3.008  -0.482
C 3.754 -1.001 -2.374  -0.139
C 3.500 -2.427 -1.937  -0.194
C 3.686 -3.330 -3.073  -0.163
C 5.033 -3.202 -3.736  -0.478
N 5.224 -1.775 -4.082  -0.095
O 6.409 -1.609 -4.800  -0.008
C 6.146 -3.809 -2.887  -0.021
C 4.941 -3.940 -5.129  -0.002
C 6.320 -0.823 -1.954  0.008
H 4.211 0.852 -4.128  0.059
H 5.976 0.931 -4.124  0.096
H 4.918 1.343 -2.731  0.061
H 3.539 -0.259 -1.630  0.090
H 3.082 -0.749 -3.249  0.122
H 2.557 -2.638 -1.477  0.074
H 4.244 -2.644 -1.149  0.110
H 2.917 -3.144 -3.861  0.119
H 3.544 -4.403 -2.698  0.131
H 7.104 -3.528 -3.236  0.061
H 6.093 -3.580 -1.817  0.067
H 6.150 -4.937 -3.009  0.112
H 5.963 -4.199 -5.340  0.069
H 4.484 -4.907 -5.133  0.075
H 4.593 -3.311 -5.922  0.053
H 7.261 -0.495 -2.441  0.092
H 6.328 -1.778 -1.440  0.043
H 6.074 -0.091 -1.144  0.076
H 7.115 -1.810 -4.177  0.073
C -7.194 4.498 -2.578  -0.040
C -5.765 5.007 -2.587  -0.496
C -5.375 5.286 -1.129  -0.130
C -3.904 5.690 -1.078  -0.199
C -3.047 4.572 -1.577  -0.144
C -3.387 4.223 -3.012  -0.529
N -4.831 3.971 -3.165  -0.069
O -5.094 3.831 -4.576  -0.053
C -2.795 5.275 -3.924  -0.025
C -2.777 2.910 -3.414  -0.026
C -5.795 6.321 -3.430  -0.022
H -7.731 5.139 -1.942  0.062
H -7.179 3.504 -2.056  0.091
H -7.642 4.434 -3.589  0.098
H -6.005 6.082 -0.666  0.132
H -5.450 4.376 -0.471  0.118
H -3.674 6.016 -0.054  0.113
H -3.650 6.613 -1.600  0.098
H -3.121 3.727 -0.889  0.101
H -1.990 4.833 -1.380  0.130
H -2.667 6.229 -3.486  0.057
H -1.709 5.027 -4.085  0.101
H -3.334 5.346 -4.898  0.100
H -1.693 3.049 -3.332  0.082
H -3.093 2.123 -2.732  0.070
H -2.918 2.696 -4.476  0.080
H -5.015 6.984 -3.072  0.057
H -6.745 6.871 -3.312  0.089
H -5.584 6.146 -4.524  0.095
H -5.420 2.898 -4.644  0.105
C 0.495 2.265 4.312  -0.034
C 0.183 1.485 5.596  -0.445
C 1.211 0.277 5.600  -0.126
C 1.186 -0.394 6.952  -0.190
C 1.575 0.633 8.019  -0.119
C 0.554 1.782 8.076  -0.566
N 0.582 2.364 6.756  -0.059
O -0.330 3.440 6.728  -0.033
C -0.728 1.319 8.714  -0.040
C 1.094 2.813 9.057  -0.045
C -1.239 0.956 5.582  -0.010
H 0.446 1.602 3.418  0.077
H 1.535 2.591 4.380  0.078
H -0.155 3.133 4.117  0.067
H 0.870 -0.432 4.818  0.118
H 2.205 0.614 5.410  0.085
H 1.997 -1.165 6.933  0.114
H 0.280 -0.904 7.105  0.078
H 2.626 0.970 7.766  0.138
H 1.601 0.142 9.008  0.127
H -1.586 2.035 8.546  0.109
H -1.101 0.409 8.302  0.049
H -0.650 1.103 9.800  0.099
H 1.139 2.347 10.027  0.076
H 2.065 3.193 8.731  0.089
H 0.349 3.642 9.089  0.093
H -1.409 0.147 6.274  0.063
H -1.578 0.477 4.667  0.063
H -1.896 1.800 5.760  0.059
H 0.125 4.266 6.774  0.094
C 1.066 -4.310 5.294  -0.019
C -0.219 -4.434 4.432  -0.478
C -0.404 -5.857 3.879  -0.152
C -0.783 -6.909 4.933  -0.168
C -2.082 -6.513 5.648  -0.135
C -1.969 -5.055 6.143  -0.478
N -1.543 -4.145 5.057  -0.071
O -1.431 -2.811 5.562  -0.055
C -3.477 -4.588 6.440  -0.030
C -1.078 -4.981 7.406  -0.022
C -0.026 -3.481 3.235  -0.036
H 1.972 -4.203 4.718  0.070
H 1.286 -5.254 5.821  0.067
H 0.992 -3.551 6.059  0.073
H -1.143 -5.823 3.083  0.099
H 0.574 -6.194 3.424  0.128
H 0.182 -6.918 5.571  0.125
H -0.766 -7.891 4.466  0.099
H -2.344 -7.156 6.468  0.107
H -2.932 -6.629 4.981  0.113
H -3.981 -5.310 7.088  0.071
H -3.457 -3.535 6.906  0.093
H -4.067 -4.568 5.513  0.076
H -1.080 -3.980 7.812  0.071
H -1.430 -5.666 8.252  0.114
H -0.079 -5.221 7.135  0.031
H 0.837 -3.729 2.667  0.050
H 0.028 -2.482 3.716  0.077
H -0.894 -3.371 2.558  0.078
H -2.249 -2.453 5.163  0.075
C 3.071 -1.499 2.579  -0.030
C 4.483 -0.877 2.574  -0.472
C 4.571 0.162 1.466  -0.150
C 5.795 0.999 1.504  -0.203
C 5.765 1.725 2.827  -0.136
C 5.805 0.782 4.056  -0.524
N 4.652 -0.173 3.857  -0.065
O 4.676 -1.153 4.922  -0.044
C 7.180 0.140 4.025  -0.043
C 5.590 1.491 5.350  -0.041
C 5.550 -1.996 2.410  -0.006
H 2.998 -2.136 3.436  0.066
H 2.894 -2.114 1.709  0.069
H 2.352 -0.713 2.628  0.057
H 4.463 -0.366 0.496  0.113
H 3.743 0.891 1.576  0.116
H 5.839 1.734 0.725  0.095
H 6.732 0.441 1.421  0.105
H 4.861 2.259 2.819  0.082
H 6.599 2.467 2.944  0.143
H 7.908 1.000 4.167  0.111
H 7.379 -0.711 4.796  0.121
H 7.254 -0.344 3.056  0.041
H 6.065 2.487 5.380  0.097
H 4.527 1.689 5.427  0.071
H 5.839 0.886 6.224  0.087
H 6.277 -1.740 1.607  0.087
H 5.047 -2.967 2.242  0.072
H 6.153 -2.209 3.270  0.060
H 3.823 -1.014 5.407  0.094
C 2.206 3.175 -2.904  -0.031
C 2.910 4.171 -1.968  -0.555
C 2.257 5.523 -2.172  -0.163
C 2.548 6.508 -1.082  -0.182
C 2.226 5.953 0.333  -0.101
C 2.860 4.555 0.543  -0.449
N 2.549 3.647 -0.614  -0.057
O 3.244 2.419 -0.498  -0.067
C 4.434 4.644 0.781  -0.012
C 2.270 3.919 1.830  -0.037
C 4.353 4.323 -2.238  -0.039
H 1.112 3.211 -2.890  0.070
H 2.385 2.168 -2.518  0.050
H 2.591 3.214 -3.985  0.115
H 2.593 5.920 -3.245  0.171
H 1.151 5.363 -2.239  0.118
H 2.104 7.437 -1.325  0.094
H 3.642 6.733 -1.142  0.112
H 1.129 5.946 0.545  0.133
H 2.791 6.510 1.035  0.096
H 4.678 5.230 1.686  0.093
H 4.819 3.620 0.886  0.058
H 4.985 5.210 0.040  0.053
H 1.197 3.596 1.685  0.091
H 2.833 3.085 2.114  0.029
H 2.234 4.674 2.635  0.097
H 4.774 5.211 -1.788  0.060
H 4.399 4.185 -3.324  0.093
H 4.849 3.404 -1.799  0.098
H 2.589 1.721 -0.592  0.070
C 1.838 1.357 -8.251  -0.014
C 2.020 -0.043 -7.686  -0.506
C 1.552 0.023 -6.199  -0.137
C 1.282 -1.299 -5.559  -0.173
C 0.318 -2.167 -6.404  -0.118
C 0.812 -2.375 -7.848  -0.483
N 1.109 -0.971 -8.352  -0.095
O 1.463 -0.997 -9.717  -0.038
C 2.067 -3.302 -7.956  0.001
C -0.362 -2.796 -8.639  -0.046
C 3.506 -0.439 -7.616  -0.015
H 2.436 1.926 -7.592  0.076
H 0.827 1.668 -8.359  0.071
H 2.251 1.380 -9.217  0.064
H 2.314 0.507 -5.625  0.088
H 0.656 0.653 -6.205  0.127
H 0.786 -1.136 -4.603  0.089
H 2.195 -1.916 -5.455  0.095
H -0.649 -1.619 -6.422  0.127
H 0.048 -3.027 -5.828  0.092
H 2.384 -3.260 -8.994  0.073
H 2.938 -3.055 -7.337  0.044
H 1.745 -4.352 -7.806  0.095
H -1.248 -2.181 -8.616  0.085
H -0.089 -2.962 -9.634  0.063
H -0.646 -3.761 -8.184  0.100
H 4.085 0.262 -6.987  0.097
H 3.900 -0.451 -8.641  0.088
H 3.737 -1.352 -7.119  0.038
H 2.420 -1.269 -9.688  0.095
C 3.581 -5.686 1.813  -0.049
C 3.338 -5.556 0.324  -0.418
C 3.644 -6.856 -0.261  -0.198
O 3.789 -6.681 -1.706  -0.220
C 4.115 -7.826 -2.436  -0.123
N 1.892 -5.195 -0.006  0.116
H 4.591 -6.018 1.936  0.078
H 2.876 -6.452 2.180  0.087
H 3.343 -4.785 2.323  0.046
H 4.120 -4.917 -0.073  0.124
H 2.792 -7.550 -0.099  0.134
H 4.613 -7.181 0.147  0.135
H 3.921 -7.692 -3.502  0.087
H 3.442 -8.621 -2.142  0.078
H 5.150 -8.121 -2.278  0.086
H 1.612 -5.120 -0.975  0.044
H 1.430 -4.485 0.557  0.057
C -0.796 -7.898 0.395  -0.037
C -1.114 -6.424 -0.155  -0.393
C -0.696 -6.322 -1.628  -0.186
O -0.566 -4.898 -1.898  -0.206
C -0.079 -4.742 -3.195  -0.116
N -2.499 -5.957 0.001  0.028
H 0.269 -7.909 0.674  0.061
H -1.056 -8.732 -0.236  0.061
H -1.365 -8.025 1.330  0.063
H -0.540 -5.732 0.458  0.102
H -1.377 -6.811 -2.318  0.122
H 0.286 -6.863 -1.686  0.128
H -0.401 -3.808 -3.635  0.073
H -0.541 -5.577 -3.862  0.126
H 0.969 -4.757 -3.214  0.055
H -3.155 -6.599 -0.449  0.092
H -2.805 -5.832 0.986  0.098
C -4.238 1.614 -9.763  -0.063
C -3.476 2.003 -8.548  -0.479
C -4.229 1.665 -7.300  -0.185
O -4.289 0.209 -7.217  -0.216
C -4.756 -0.226 -5.961  -0.106
N -2.246 1.271 -8.464  0.039
H -3.721 1.859 -10.650  0.060
H -5.170 2.199 -9.799  0.085
H -4.382 0.530 -9.676  0.092
H -3.206 3.058 -8.467  0.143
H -5.212 2.131 -7.422  0.131
H -3.639 2.019 -6.453  0.107
H -5.271 -1.219 -6.151  0.109
H -5.442 0.499 -5.529  0.064
H -3.923 -0.354 -5.210  0.087
H -2.411 0.298 -8.251  0.059
H -1.589 1.290 -9.254  0.087

Forces on the atoms, in the same order (eV/Å):
0.8 -0.6 -0.2
-0.3 0.3 -0.3
-0.3 0.4 0.5
0.6 -0.9 1.6
0.5 1.5 -0.5
-0.7 -0.5 -1.2
1.1 -0.2 -0.3
-1.0 -0.1 0.5
-0.1 0.0 0.0
0.5 -0.2 0.1
0.1 0.5 0.1
-0.6 -0.1 0.0
1.3 -0.4 -0.8
0.0 0.2 0.5
-1.1 0.1 0.1
1.5 -1.4 -0.8
-1.1 0.1 -2.0
-1.1 -0.2 -1.6
2.8 1.2 0.7
0.5 -0.6 0.1
-1.7 -0.3 0.1
0.1 2.5 0.8
0.3 -0.1 -0.2
1.4 -0.4 -1.3
0.5 -0.8 -0.4
0.1 -0.9 1.2
-0.3 1.2 0.1
-0.1 -0.5 0.9
-0.8 0.0 -0.2
0.3 -0.2 1.0
-0.1 -0.3 0.0
-0.5 -0.4 0.4
-0.7 0.5 0.2
-0.8 -0.1 -0.9
-0.1 -0.2 0.2
-2.2 0.4 1.5
0.3 0.0 0.1
0.9 0.0 0.0
0.1 0.1 1.4
-0.4 1.1 0.0
0.2 -0.3 -1.0
0.2 -0.3 -0.4
-0.3 0.2 -0.3
0.3 0.7 0.1
0.0 -0.4 0.0
-2.1 0.5 -0.1
0.0 0.7 1.6
0.0 0.7 0.1
-0.8 0.2 0.7
-0.5 -1.5 -0.3
-1.0 2.1 0.8
0.5 -1.3 0.1
1.0 0.8 -0.5
1.0 0.9 -1.0
-0.1 -0.1 -1.2
-0.1 -0.1 0.8
-0.2 0.3 0.0
0.6 -0.7 -0.6
1.0 0.2 0.0
-0.8 -0.1 0.2
0.5 -0.2 -0.6
0.1 0.0 -0.2
-0.2 0.2 -0.5
0.6 -0.2 0.5
0.0 0.5 -0.3
-0.4 -0.5 0.1
0.2 -1.2 -0.2
0.0 -0.7 0.3
0.2 0.7 0.4
0.3 -0.6 -0.3
-0.2 0.1 0.2
0.0 -0.2 0.2
-0.2 0.5 0.1
0.7 -0.3 -0.7
0.0 -0.6 0.0
0.1 0.3 -0.5
1.7 1.0 1.1
-1.5 -0.2 -1.6
1.0 0.9 1.4
-0.8 -2.3 -0.7
-0.6 -0.4 -1.4
-0.7 0.0 0.0
0.2 0.2 -0.2
-0.7 -1.9 0.3
1.8 0.3 1.3
-1.5 0.8 -0.1
-0.3 -0.4 -0.8
-0.2 -0.2 0.3
0.5 0.0 0.5
0.1 0.4 0.6
0.2 -0.4 1.0
-0.7 0.4 0.3
-0.1 -0.2 -0.1
0.3 -0.1 0.6
0.3 1.2 -0.8
1.2 0.5 -0.4
-0.1 -0.2 -0.3
-0.3 1.2 0.3
0.7 0.1 -0.7
-1.0 -0.4 0.4
-0.4 0.4 -0.2
-0.4 -0.5 0.4
0.7 0.0 -0.1
0.3 -0.3 -0.8
0.5 0.0 0.1
0.9 -2.3 -0.5
-0.6 0.6 -1.0
0.8 0.1 0.3
-0.3 1.0 1.2
0.7 -0.2 1.3
0.3 -0.4 -0.5
-1.2 0.7 0.8
-0.6 -1.0 0.5
1.1 -0.3 -1.5
1.6 0.0 0.1
0.6 0.0 -0.5
-1.1 1.0 0.6
-0.3 0.6 -0.6
0.2 0.0 0.6
0.2 -0.6 -0.6
-0.3 0.6 -0.8
0.2 -0.6 0.1
-0.4 0.0 -0.5
-0.6 -0.4 -0.2
-0.1 0.1 -1.0
-0.6 1.3 0.5
-1.0 -0.2 -0.3
0.6 0.0 0.7
0.0 -0.4 0.2
-0.1 -0.3 -0.3
-0.4 -0.2 0.3
0.1 0.3 -0.1
0.3 -0.4 -0.1
-0.5 0.0 1.2
0.4 1.1 0.0
0.0 -0.1 -0.5
1.9 -0.8 -0.7
-2.3 0.2 0.2
2.6 -0.1 -0.3
0.2 -0.8 0.0
1.9 -0.3 1.3
-0.7 -0.2 -1.4
-1.7 -0.2 0.0
-2.2 0.3 0.0
-0.6 1.1 -0.6
-0.4 0.2 0.2
-0.1 0.2 0.6
0.0 0.2 -0.1
0.2 -0.4 0.3
0.4 0.3 0.2
0.7 0.5 -0.5
-0.6 0.2 0.2
-1.2 -0.6 0.5
-1.2 0.0 0.4
0.1 0.3 -0.3
1.1 -0.4 0.3
-0.2 -0.8 -0.4
0.3 0.5 -0.6
0.3 0.1 0.4
0.0 0.0 0.2
0.7 -0.4 0.2
-0.1 0.1 0.7
0.5 0.4 -0.5
-0.3 -0.2 0.2
1.0 0.5 0.0
-0.4 -1.3 0.6
-0.3 -0.8 -1.1
1.2 -0.7 -0.3
1.9 0.6 0.4
1.1 0.5 -0.7
-2.2 0.3 0.8
1.7 -0.4 -0.2
-1.2 0.1 -0.2
1.3 0.9 0.5
-1.5 -0.6 0.8
-1.7 1.2 1.3
0.1 0.6 -0.6
-0.3 0.3 0.0
0.0 0.4 0.0
-0.2 0.1 -0.2
-0.9 0.4 0.2
-1.9 -0.2 -0.2
-0.4 -0.2 0.0
0.2 -0.3 0.7
0.0 0.3 -0.5
0.2 0.2 0.3
-0.2 -1.7 -0.6
0.4 0.2 0.1
0.0 0.4 0.0
0.3 0.7 -1.3
0.7 -0.4 0.2
0.9 -0.1 -0.4
0.6 -0.3 -0.6
0.3 -0.7 0.3
0.5 0.5 0.5
1.3 0.2 0.1
0.5 -0.6 0.5
-1.0 -0.3 -0.9
1.4 0.0 0.7
1.6 0.2 0.9
-0.3 -1.2 -1.2
-0.3 0.6 0.8
-0.8 0.4 0.2
0.9 -0.9 1.2
-0.8 0.9 0.6
-0.2 -0.5 -1.0
-0.2 -0.4 0.6
0.1 -0.1 -0.4
-0.6 0.4 0.2
-0.1 0.2 0.4
0.0 -0.6 -0.2
-0.3 0.3 -0.7
-0.1 -0.2 -0.2
-1.3 1.0 0.4
-0.6 -0.6 -0.2
-0.5 -1.3 -0.3
-0.5 1.8 -1.0
0.8 0.2 0.0
0.2 -0.6 0.0
-0.4 0.2 0.1
0.3 0.1 -0.2
-0.6 -0.5 0.2
0.3 0.4 -0.5
0.1 0.3 0.8
1.0 0.0 -0.7
0.7 -0.8 -1.4
-2.4 0.0 0.3
-1.2 0.4 -2.1
1.8 -0.6 0.5
-0.1 -1.0 -1.6
0.8 -1.0 0.2
-0.5 1.2 -0.1
0.6 -0.2 0.9
-0.8 0.5 0.6
-1.9 1.6 -1.0
1.2 -2.7 0.0
0.1 0.7 -0.1
0.4 -0.1 -0.5
-0.6 0.0 1.5
-0.7 -0.7 2.2
0.7 0.2 0.0
-0.8 1.0 0.2
-0.6 -0.1 0.3
0.9 0.0 -0.1
-0.1 1.1 1.0
-0.5 -0.5 0.1
0.0 0.5 -0.1
-0.1 -0.3 -0.4
1.1 0.3 -0.1
0.9 -1.3 0.6
0.3 -0.4 -0.2
0.2 0.1 -0.7
0.8 0.7 0.1
-0.1 1.1 -0.5
-0.3 0.1 0.2
0.6 -1.5 0.1
-0.7 -0.8 2.5
-0.5 0.2 -1.1
-0.5 -1.6 -0.6
-0.1 2.1 0.3
1.2 2.3 1.4
-0.4 0.1 0.2
1.4 -0.7 -0.1
-1.2 -0.5 -0.4
-0.6 -2.2 0.7
0.3 1.0 -0.8
0.3 1.4 0.5
-0.9 0.2 0.5
0.8 0.3 -1.4
0.5 0.7 0.3
-0.1 -0.1 0.3
0.4 -0.2 0.3
-0.1 0.6 0.4
0.4 -0.1 -0.4
0.3 -1.2 -0.1
0.2 -0.1 -0.2
-0.7 -0.1 0.0
0.3 0.5 0.2
0.1 0.6 0.3
0.3 -0.3 -1.7
-0.2 0.0 -0.5
-0.3 0.2 -0.7
0.5 0.0 0.3
-0.2 -0.9 0.1
-1.1 0.2 -0.6
-1.6 -0.8 -0.6
-1.8 1.3 0.0
0.2 -1.4 -2.4
-0.3 0.9 0.7
-0.4 -0.3 0.2
1.4 -0.5 0.9
0.6 0.0 0.5
0.4 0.1 0.2
0.1 0.9 0.6
-0.2 0.9 -0.3
0.7 0.0 0.2
-0.3 -0.5 -0.1
0.2 0.5 0.1
0.0 -0.7 0.2
0.2 -0.2 0.0
0.5 0.1 0.1
0.6 0.0 -0.2
-0.2 1.9 0.9
-0.4 -1.5 0.2
1.2 1.0 1.9
-0.4 -1.6 0.2
-2.2 -1.1 -1.7
-0.9 -0.1 0.1
-0.3 -0.2 -0.3
0.0 -0.1 -0.6
0.2 0.0 -0.2
0.4 -0.1 -0.3
-0.4 0.1 -0.1
-0.5 0.6 -0.3
-0.2 0.4 0.2
1.0 1.3 0.8
1.7 -0.4 -0.2
0.2 0.1 0.3
0.5 -0.3 -0.9
-1.4 0.3 0.4
1.3 -0.2 0.1
0.3 -1.2 0.0
-0.5 1.4 -0.1
0.3 -1.3 0.3
2.1 -0.6 0.1
0.8 0.1 -1.0
-0.1 -0.6 -0.1
-0.4 0.3 -0.4
-0.3 0.2 -0.3
-0.2 -0.3 0.7
-0.4 0.2 0.2
0.5 1.2 0.5
-0.4 -0.1 0.1
-0.6 0.0 -0.7
-0.1 0.0 0.1
-0.8 0.4 0.3